Record 1
The following is a DFT calculation (ωB97M-V/def2-TZVPD) of a cluster of 17 separate species, C3H39O16S in total.

XYZ file:
```
59
Properties=species:S:1:pos:R:3:lowdin_charge:R:1
S 0.126 2.922 1.885 0.47
O -3.464 0.205 -4.237 -0.11
O -2.645 -1.932 -1.247 -0.06
O 3.955 1.189 -1.126 -0.11
O -3.683 0.757 -1.495 -0.07
O -1.009 -1.658 1.255 -0.16
O 0.953 -2.810 3.872 -0.03
O -2.444 -2.364 -3.954 -0.05
O 1.466 -2.800 -3.235 -0.11
O 1.791 -3.753 1.601 -0.07
O 2.941 -1.522 -1.385 -0.07
O 1.051 -0.028 2.266 -0.20
O -2.147 0.667 0.674 -0.12
O -4.380 2.280 0.573 -0.10
O -0.404 -3.304 -0.887 -0.06
O -0.085 1.235 4.421 -0.13
O 3.604 -0.110 1.435 -0.10
C 1.315 3.829 -0.441 -0.35
C 1.687 3.227 1.002 -0.63
C 0.629 2.831 -1.329 -0.17
H -3.323 0.346 -3.252 0.01
H 0.677 0.785 1.752 -0.01
H -3.086 -0.672 -4.256 -0.04
H 2.466 -3.155 1.289 0.01
H -0.658 1.202 5.166 0.02
H -0.288 -2.957 0.020 0.02
H 0.809 4.806 -0.367 0.08
H 2.298 4.180 -1.063 0.13
H 0.890 -2.055 -3.502 0.04
H 0.338 -3.560 -1.397 0.00
H -4.323 1.734 -0.293 0.03
H -2.975 0.128 -1.203 0.06
H 1.411 -3.395 2.419 -0.04
H 3.776 -1.948 -1.099 0.08
H 2.167 3.963 1.700 0.05
H 0.189 -2.944 4.436 0.07
H -1.504 -2.455 -3.959 0.02
H 2.601 -0.302 1.485 0.04
H 2.105 -2.377 -2.579 0.00
H -1.744 -2.178 -0.941 0.02
H -1.416 1.274 0.447 -0.01
H -1.588 -0.751 1.149 0.06
H 0.343 3.151 -2.298 0.05
H 1.201 1.820 -1.465 0.10
H 0.985 0.280 3.249 0.07
H -2.742 -2.547 -3.052 0.02
H 3.302 -0.597 -1.427 0.03
H 3.663 0.487 2.151 0.01
H 2.296 2.379 0.811 0.00
H 3.151 1.703 -0.920 0.00
H -3.227 -2.332 -0.613 0.06
H 1.068 -1.854 3.805 0.04
H -4.252 3.194 0.285 0.05
H -0.333 2.376 -0.988 0.04
H -2.969 1.213 0.902 0.06
H -4.509 0.307 -1.382 0.06
H -0.171 -1.248 1.551 -0.01
H 4.320 1.029 -0.164 0.09
H -0.204 2.111 3.953 -0.06
```

Its charge is -1. As for the HOMO energy: -0.1752 hartree.

Record 2
The following is a DFT calculation (ωB97M-V/def2-TZVPD) of a structure of composition C3H39O17Y.

XYZ file:
```
60
Properties=species:S:1:pos:R:3:lowdin_charge:R:1
Y -3.070 0.529 -2.457 1.98
O 0.716 3.029 -2.022 -0.05
O 1.215 -4.813 -2.244 -0.04
O 2.679 2.227 2.037 -0.06
O -2.275 2.716 -3.259 -0.09
O -0.401 -3.537 1.327 -0.05
O -3.001 -2.286 1.211 -0.03
O 1.088 0.390 -3.640 -0.06
O -2.408 -1.754 -2.524 -0.08
O -4.044 -0.483 -0.530 -0.13
O -2.389 0.858 2.963 -0.04
O -1.000 0.815 -1.424 -0.36
O 2.478 -2.684 1.775 -0.09
O 0.278 2.935 3.528 -0.05
O 2.186 -0.395 2.103 -0.10
O -2.465 3.338 1.461 -0.06
O 2.969 -3.094 -0.948 -0.07
O 3.090 3.483 -0.537 -0.05
C -0.027 1.071 0.837 -0.06
C -0.524 0.130 -0.249 -0.48
C 0.528 -0.914 -0.587 -0.04
H 2.634 -0.572 1.270 0.05
H 1.365 -0.405 -1.071 0.09
H 1.125 -5.402 -1.481 0.07
H 2.253 -3.553 -1.423 -0.02
H -0.477 -3.691 2.278 0.07
H 3.443 2.619 2.480 0.10
H 0.179 -1.657 -1.306 0.07
H -0.059 3.826 3.384 0.04
H 2.633 -2.932 -0.051 -0.03
H -0.780 1.814 1.083 0.05
H 3.374 -3.022 1.908 0.09
H 0.143 0.490 1.743 0.09
H -1.626 -2.313 -2.669 0.11
H -1.902 0.070 3.225 0.05
H -2.280 3.144 2.391 0.03
H -2.757 3.284 -3.885 0.11
H -1.328 2.896 -3.435 0.09
H 1.084 2.560 -2.788 0.05
H 3.870 3.331 -1.081 0.06
H 2.294 0.581 2.248 0.02
H 2.326 3.336 -1.127 0.00
H 0.898 2.777 2.798 -0.01
H -3.162 -2.370 -2.532 0.10
H -3.626 -1.144 0.112 0.05
H -3.418 -3.103 0.907 0.08
H 0.643 0.562 -2.799 -0.03
H -2.049 -2.502 1.270 0.03
H -1.914 4.105 1.264 0.05
H 0.519 -3.257 1.190 0.01
H 2.595 2.714 1.196 0.03
H 0.911 1.565 0.583 0.08
H -1.876 1.243 2.241 -0.03
H 0.374 -4.878 -2.704 0.04
H 0.113 2.386 -1.598 0.01
H 2.020 0.278 -3.408 0.07
H 2.265 -2.220 2.593 0.06
H 0.901 -1.347 0.338 0.05
H -4.975 -0.419 -0.254 0.11
H -1.354 -0.352 0.285 0.11
```

Its charge is +2. As for the HOMO energy: -0.5444 hartree.

Record 3
The following is a DFT calculation (ωB97M-V/def2-TZVPD) of a structure of composition C3H3AgFO3.

XYZ file:
```
11
Properties=species:S:1:pos:R:3:lowdin_charge:R:1
Ag -3.148 -0.815 1.261 0.86
F 1.129 0.359 1.568 0.01
O -0.724 -0.527 0.299 -0.10
O -1.006 0.858 -1.538 0.07
O -2.006 1.166 0.441 -0.09
C -1.296 0.540 -0.401 -0.82
C 1.515 0.039 -0.704 0.13
C 0.796 -0.443 0.496 -0.35
H 1.050 -1.476 0.779 0.14
H 2.106 0.954 -0.660 0.08
H 1.584 -0.656 -1.542 0.07
```

The spin multiplicity is 2. Its charge is 0. As for the HOMO energy (alpha / beta): -0.3069 / -0.3299 hartree.

Record 4
The following is a DFT calculation (ωB97M-V/def2-TZVPD) of a structure of composition C3H3BiO.

XYZ file:
```
8
Properties=species:S:1:pos:R:3:lowdin_charge:R:1
Bi -3.412 -3.636 -1.126 2.08
O -3.444 0.524 -1.136 0.29
C -4.765 -0.891 0.467 -0.15
C -4.504 0.396 -0.531 0.39
C -3.927 -1.944 0.014 -0.26
H -4.429 -0.409 1.411 0.20
H -2.795 -0.311 -1.032 0.26
H -5.853 -1.046 0.520 0.18
```

The spin multiplicity is 2. Its charge is +3. As for the HOMO energy (alpha / beta): -0.9261 / -0.9220 hartree.

Record 5
The following is a DFT calculation (ωB97M-V/def2-TZVPD) of an isolated molecule of C3H3Br.

XYZ file:
```
7
Properties=species:S:1:pos:R:3:lowdin_charge:R:1
Br 2.791 0.119 0.001 0.64
C 1.163 -0.802 -0.001 -0.65
C -0.117 -0.061 -0.004 -0.08
C -1.384 0.689 0.000 0.01
H -1.816 0.974 -0.938 0.03
H 1.183 -1.871 0.001 0.01
H -1.820 0.952 0.941 0.02
```

Its charge is 0. The SMILES is C=C=CBr. As for the HOMO energy: -0.3355 hartree.

Record 6
The following is a DFT calculation (ωB97M-V/def2-TZVPD) of a cluster of 2 separate species, C3H3Br2N in total.

XYZ file:
```
9
Properties=species:S:1:pos:R:3:lowdin_charge:R:1
Br 3.028 1.371 0.032 0.58
Br -3.240 0.851 0.189 0.52
N 0.342 0.660 -0.609 -0.07
C -0.705 0.816 -1.221 -0.02
C 1.210 0.588 0.315 -0.50
C -2.481 2.205 -0.822 -0.54
H -1.322 0.260 -1.828 0.04
H -1.872 2.841 -0.124 -0.08
H 1.030 0.067 1.221 0.06
```

Its charge is 0. As for the HOMO energy: -0.2983 hartree.

Record 7
The following is a DFT calculation (ωB97M-V/def2-TZVPD) of a cluster of 2 separate species, C3H3BrCl2 in total.

XYZ file:
```
9
Properties=species:S:1:pos:R:3:lowdin_charge:R:1
Br 2.326 0.473 -1.129 0.62
Cl -0.891 -0.660 -0.922 0.57
Cl 2.271 -2.328 -2.207 0.39
C 1.827 -1.234 -0.842 -1.10
C -1.428 0.577 0.211 -0.60
C -0.810 0.651 1.359 -0.10
H 0.032 -0.071 1.631 0.09
H -2.099 1.355 -0.274 0.09
H -1.228 1.237 2.173 0.06
```

Its charge is 0. As for the HOMO energy: -0.3359 hartree.

Record 8
The following is a DFT calculation (ωB97M-V/def2-TZVPD) of a cluster of 2 separate species, C3H3BrCl2O in total.

XYZ file:
```
10
Properties=species:S:1:pos:R:3:lowdin_charge:R:1
Br 2.604 0.051 -0.679 0.70
Cl 1.046 0.640 1.871 0.69
Cl -2.742 0.222 -0.234 0.52
O -0.710 1.304 -1.559 0.02
C 1.324 -0.407 0.636 -1.32
C -1.429 1.433 -0.636 -0.64
C 0.617 -1.451 0.254 -0.16
H 0.970 -2.057 -0.553 0.04
H -0.287 -1.908 0.730 0.08
H -1.392 2.174 0.169 0.08
```

Its charge is 0. The SMILES is C=C(Cl)Br.O=CCl. As for the HOMO energy: -0.3510 hartree.

Record 9
The following is a DFT calculation (ωB97M-V/def2-TZVPD) of an isolated molecule of C3H3BrCl2O.

XYZ file:
```
10
Properties=species:S:1:pos:R:3:lowdin_charge:R:1
Br -2.513 -1.747 0.078 0.69
Cl -2.978 1.254 -0.271 0.63
Cl -0.140 1.982 0.143 0.64
O 0.420 -0.544 0.682 -0.14
C -1.926 -0.006 -0.249 -1.24
C -0.546 0.301 0.493 -0.75
C 1.586 -0.369 -0.074 -0.13
H 2.335 -1.158 0.180 0.11
H 2.312 0.509 0.131 0.11
H 1.451 -0.223 -1.113 0.08
```

Its charge is 0. The SMILES is CO/C(Cl)=C(/Cl)Br. As for the HOMO energy: -0.3057 hartree.

Record 10
The following is a DFT calculation (ωB97M-V/def2-TZVPD) of a cluster of 2 separate species, C3H3BrF2 in total.

XYZ file:
```
9
Properties=species:S:1:pos:R:3:lowdin_charge:R:1
Br -4.030 -0.513 -0.362 0.76
F -2.927 1.146 1.452 0.04
F -2.675 1.724 -0.549 -0.02
C 0.191 0.385 0.194 -0.06
C -2.696 0.654 0.264 -0.93
C -0.808 -0.455 0.121 0.01
H -0.086 1.502 0.261 0.10
H 1.182 -0.038 -0.062 0.07
H -1.037 -1.434 -0.143 0.03
```

Its charge is 0. As for the HOMO energy: -0.3543 hartree.

Record 11
The following is a DFT calculation (ωB97M-V/def2-TZVPD) of an isolated molecule of C3H3BrF2O.

XYZ file:
```
10
Properties=species:S:1:pos:R:3:lowdin_charge:R:1
Br -1.756 2.273 -1.108 0.71
F 1.118 0.080 1.621 0.06
F -0.023 -1.680 0.954 0.08
O -0.829 -0.449 -1.112 -0.10
C 0.925 -0.771 0.584 -0.38
C -1.268 0.590 -0.319 -0.61
C 0.367 0.024 -0.527 -0.14
H -1.412 0.223 0.648 0.08
H 1.949 -1.075 0.307 0.17
H 0.929 0.785 -1.049 0.13
```

Its charge is 0. The SMILES is FC(F)[C@H]1O[C@@H]1Br. As for the HOMO energy: -0.3519 hartree.

Record 12
The following is a DFT calculation (ωB97M-V/def2-TZVPD) of an isolated molecule of C3H3BrN2O.

XYZ file:
```
10
Properties=species:S:1:pos:R:3:lowdin_charge:R:1
Br -4.038 0.233 -0.002 0.57
O -1.080 -3.417 0.020 0.20
N -2.356 -0.527 -0.005 -0.54
N -1.376 0.344 0.009 -0.19
C -0.110 -0.007 -0.015 -0.13
C 0.303 -1.372 -0.041 -0.09
C -0.485 -2.425 -0.007 -0.18
H 1.360 -1.574 -0.057 0.11
H 0.627 0.773 0.023 0.11
H -1.575 1.346 0.038 0.13
```

Its charge is 0. As for the HOMO energy: -0.2728 hartree.

Record 13
The following is a DFT calculation (ωB97M-V/def2-TZVPD) of a cluster of 2 separate species, C3H3BrO2 in total.

XYZ file:
```
9
Properties=species:S:1:pos:R:3:lowdin_charge:R:1
Br 1.782 -1.342 -2.779 -0.04
O -1.049 -2.367 -0.742 0.07
O 0.941 0.282 0.779 0.08
C -0.046 -1.809 -0.424 -0.38
C -0.030 1.126 0.180 0.00
C 0.185 -0.344 -0.089 -0.10
H 0.899 -2.355 -0.275 0.09
H 0.305 1.928 -0.479 0.13
H -0.900 1.167 0.916 0.14
```

Its charge is 0. As for the HOMO energy (alpha / beta): -0.3627 / -0.3270 hartree.

Record 14
The following is a DFT calculation (ωB97M-V/def2-TZVPD) of a cluster of 2 separate species, C3H3BrO7S in total.

XYZ file:
```
15
Properties=species:S:1:pos:R:3:lowdin_charge:R:1
Br 0.223 -0.973 1.170 0.88
S 3.744 -0.415 -0.576 0.14
O 3.364 -1.859 -0.456 -0.53
O -0.195 -0.125 -0.407 -0.46
O 3.142 0.334 0.574 -0.54
O -1.993 1.274 -0.186 0.01
O 3.218 0.134 -1.859 -0.51
O 5.229 -0.278 -0.534 -0.51
O 0.055 2.126 -0.177 0.19
C -0.609 1.153 -0.218 -0.67
C -3.359 -0.249 0.977 0.01
C -2.723 0.109 -0.129 -0.24
H -3.571 -1.290 1.187 0.05
H -2.847 -0.451 -1.050 0.12
H -3.678 0.509 1.684 0.06
```

Its charge is -2. As for the HOMO energy: 0.0256 hartree.

Record 15
The following is a DFT calculation (ωB97M-V/def2-TZVPD) of an isolated molecule of C3H3Cl.

XYZ file:
```
7
Properties=species:S:1:pos:R:3:lowdin_charge:R:1
Cl 2.601 -0.183 0.606 0.63
C -0.092 -0.022 0.035 -0.15
C 1.089 -0.660 -0.049 -0.60
C -1.219 0.669 0.046 -0.04
H 0.983 -1.675 -0.391 0.06
H -1.144 1.326 -0.764 0.03
H -2.218 0.544 0.516 0.06
```

The spin multiplicity is 3. Its charge is 0. As for the HOMO energy (alpha / beta): -0.2074 / -0.3657 hartree.

Record 16
The following is a DFT calculation (ωB97M-V/def2-TZVPD) of an isolated molecule of C3H3Cl2F.

XYZ file:
```
9
Properties=species:S:1:pos:R:3:lowdin_charge:R:1
Cl 0.405 2.283 -0.452 0.71
Cl -1.727 -1.302 -0.197 0.69
F 1.622 -1.048 -0.765 -0.15
C -0.795 1.108 -0.394 -0.64
C -0.535 -0.079 0.041 -0.79
C 0.758 -0.653 0.426 -0.19
H 0.783 -1.710 0.813 0.12
H 1.360 0.029 1.142 0.13
H -1.873 1.373 -0.614 0.11
```

Its charge is 0. The SMILES is FC/C(Cl)=C\Cl. As for the HOMO energy: -0.3619 hartree.

Record 17
The following is a DFT calculation (ωB97M-V/def2-TZVPD) of an isolated molecule of C3H3Cl2F.

XYZ file:
```
9
Properties=species:S:1:pos:R:3:lowdin_charge:R:1
Cl 1.792 -1.564 -0.313 0.72
Cl -2.401 -0.580 -0.677 0.49
F 2.258 0.863 -0.657 0.05
C 0.115 0.577 -0.045 -0.20
C 1.246 0.094 -0.403 -0.75
C -1.012 -0.192 0.441 -0.57
H 0.130 1.588 -0.266 0.11
H -1.579 0.387 1.228 0.09
H -0.548 -1.173 0.693 0.05
```

Its charge is 0. The SMILES is F/C(Cl)=C/CCl. As for the HOMO energy: -0.3744 hartree.

Record 18
The following is a DFT calculation (ωB97M-V/def2-TZVPD) of a cluster of 2 separate species, C3H3Cl2F3 in total.

XYZ file:
```
11
Properties=species:S:1:pos:R:3:lowdin_charge:R:1
Cl -2.253 -2.030 0.282 0.64
Cl 0.990 -0.788 0.761 0.70
F -0.724 -3.057 1.899 -0.10
F 2.247 1.230 -0.218 -0.02
F -1.067 0.756 -1.244 -0.05
C 1.150 0.491 -0.496 -0.66
C -1.265 -1.880 1.627 -0.67
C -0.082 1.386 -0.541 -0.22
H 0.164 2.312 -1.073 0.13
H -0.469 1.601 0.460 0.13
H 1.310 -0.020 -1.457 0.12
```

Its charge is 0. As for the HOMO energy: -0.3539 hartree.

Record 19
The following is a DFT calculation (ωB97M-V/def2-TZVPD) of an isolated molecule of C3H3Cl2N.

XYZ file:
```
9
Properties=species:S:1:pos:R:3:lowdin_charge:R:1
Cl 1.541 0.011 1.540 0.61
Cl 1.050 1.473 -0.980 0.58
N 1.114 -2.004 -1.191 0.20
C 0.828 -1.079 -0.601 -0.42
C 0.424 0.088 0.091 -1.14
C -1.074 0.306 0.284 -0.11
H -1.041 1.292 0.825 0.10
H -1.421 -0.509 0.841 0.06
H -1.422 0.422 -0.809 0.12
```

Its charge is 0. The SMILES is CC(Cl)(Cl)C#N. As for the HOMO energy: -0.4218 hartree.